# 1
# C24H20O6

An isolated molecule of C24H20O6 in a non-equilibrium geometry (ωB97M-V with the def2-TZVPD basis set, the Open Molecules 2025 dataset).

As for the total charge: 0. For the HOMO energy, the calculation gives -8.35 eV. The value obtained for the energy relative to the best compared isomer or geometry (same formula, charge and spin) is 0.0 kcal per mole. As for the SMILES: CCCc1cc2c(-c3ccccc3)cc(=O)oc2cc1OCc1ccc(C(=O)O)o1. The HOMO-LUMO gap comes out at 0.30814 hartree.

Atoms and positions in Å:
C -0.04864 3.87244 -2.72512
C -1.42254 3.48880 -2.19228
C -1.35206 2.88678 -0.78256
C -0.56072 1.61061 -0.76659
C -1.12131 0.43759 -1.21435
C -0.40801 -0.76707 -1.24459
C -0.94630 -2.02693 -1.69215
C -2.36761 -2.15739 -2.05143
C -3.36330 -1.77351 -1.15663
C -4.69654 -1.92810 -1.48953
C -5.05096 -2.45863 -2.71883
C -4.06575 -2.84643 -3.61161
C -2.73127 -2.70379 -3.27848
C -0.11832 -3.09794 -1.76458
C 1.27286 -3.03990 -1.37120
O 2.05373 -3.95809 -1.42082
O 1.72611 -1.83653 -0.88865
C 0.93436 -0.74379 -0.84204
C 1.51600 0.43091 -0.37264
C 0.77929 1.60167 -0.32140
O 1.26898 2.78834 0.12424
C 2.54742 2.82625 0.71072
C 2.65847 1.96676 1.93521
C 3.73973 1.34008 2.50073
C 3.25353 0.68569 3.64649
C 1.90572 0.95570 3.69594
C 0.90618 0.51575 4.66424
O 1.15339 -0.15264 5.63717
O -0.33116 0.93381 4.36174
O 1.55403 1.73936 2.65301
H 0.44384 4.56145 -2.04321
H 0.57883 2.99069 -2.83391
H -0.13834 4.35142 -3.69754
H -1.88585 2.76727 -2.86896
H -2.05951 4.37517 -2.16025
H -2.36747 2.68342 -0.43613
H -0.89064 3.60570 -0.10667
H -2.14380 0.44508 -1.56058
H -3.08743 -1.37747 -0.19001
H -5.46181 -1.63386 -0.78641
H -6.09272 -2.57341 -2.97854
H -4.33786 -3.26453 -4.56938
H -1.96107 -3.00149 -3.97471
H -0.47044 -4.06339 -2.09221
H 2.54690 0.38105 -0.06319
H 3.33036 2.54480 -0.00664
H 2.68944 3.87988 0.98009
H 4.74721 1.34862 2.13898
H 3.80113 0.08857 4.34538
H -0.95565 0.61846 5.03337

The natural (NBO) scheme yields these atomic charges, measured in e: -0.61 -0.38 -0.42 -0.11 -0.11 -0.21 0.06 0.01 -0.23 -0.20 -0.21 -0.20 -0.22 -0.34 0.74 -0.57 -0.47 0.43 -0.39 0.41 -0.50 -0.11 0.28 -0.31 -0.22 0.12 0.74 -0.58 -0.67 -0.37 0.20 0.20 0.21 0.19 0.20 0.21 0.22 0.22 0.22 0.22 0.22 0.22 0.22 0.24 0.24 0.20 0.22 0.23 0.25 0.50

# 2
# C24H20S2SbTl

A structure of composition C24H20S2SbTl in a non-equilibrium geometry (ωB97M-V with the def2-TZVPD basis set, the Open Molecules 2025 dataset).

As for the total charge: 0. For the HOMO energy, the calculation gives -7.32 eV. The value obtained for the energy relative to the best compared isomer or geometry (same formula, charge and spin) is 5.6 kcal per mole. The HOMO-LUMO gap comes out at 0.23412 hartree.

Atoms and positions in Å:
Tl -0.32426 -2.84045 0.15653
S 2.11624 -2.84045 0.18523
C 2.40494 -2.84035 1.89403
C 3.75774 -2.84035 2.27653
C 4.12874 -2.84025 3.62403
C 3.14824 -2.84025 4.60943
C 1.79934 -2.84035 4.24473
C 1.41174 -2.84035 2.89423
S -0.29556 -2.84045 2.59703
H 4.53324 -2.84035 1.51603
H 5.17814 -2.84025 3.88963
H 3.41904 -2.84025 5.65743
H 1.04124 -2.84035 5.02243
C -0.08626 4.99395 0.49943
C 1.07744 4.22025 0.53033
C 0.99334 2.82785 0.43383
C -0.25406 2.20425 0.30423
C -1.41936 2.98255 0.27493
C -1.33386 4.37525 0.37213
Sb -0.32426 0.06085 0.15653
C 0.64554 0.09175 -1.76507
C 1.57504 -0.91395 -2.05627
C 2.24284 -0.92165 -3.28487
C 1.98604 0.07875 -4.22647
C 1.06364 1.08915 -3.93807
C 0.39624 1.09835 -2.70917
C -2.39646 -0.13035 -0.40647
C -2.89086 0.27095 -1.65517
C -4.24906 0.12105 -1.95367
C -5.11856 -0.43055 -1.00877
C -4.63006 -0.83385 0.23653
C -3.27316 -0.68435 0.53573
H -0.02126 6.07145 0.57463
H 2.04354 4.69795 0.62983
H 1.89684 2.23245 0.45773
H -2.38986 2.51815 0.17893
H -2.23436 4.97515 0.34893
H 1.78134 -1.68875 -1.32947
H 2.96084 -1.70115 -3.50537
H 2.50414 0.07355 -5.17667
H 0.86914 1.86705 -4.66497
H -0.30466 1.89255 -2.49437
H -2.23926 0.69695 -2.39677
H -4.62876 0.43375 -2.91807
H -6.16926 -0.54525 -1.24087
H -5.30226 -1.26135 0.96943
H -2.90246 -0.99775 1.50353
H -2.18666 -2.84045 0.15653

The Löwdin scheme yields these atomic charges, measured in e: 0.37 0.65 -0.66 -0.13 -0.10 -0.10 -0.13 -0.71 0.49 0.10 0.10 0.10 0.10 -0.09 -0.08 -0.13 -0.38 -0.12 -0.08 1.46 -0.36 -0.20 -0.07 -0.08 -0.08 -0.13 -0.43 -0.11 -0.07 -0.08 -0.08 -0.20 0.10 0.10 0.10 0.09 0.10 -0.13 0.10 0.10 0.10 0.09 0.08 0.10 0.10 0.10 0.08 0.02

# 3
# C24H21BiF5N4O5S

A structure of composition C24H21BiF5N4O5S (ωB97M-V with the def2-TZVPD basis set, the Open Molecules 2025 dataset).

As for the total charge: -1. For the HOMO energy, the calculation gives -4.74 eV. The value obtained for the energy relative to the best compared isomer or geometry (same formula, charge and spin) is 0.0 kcal per mole. The HOMO-LUMO gap comes out at 0.25787 hartree.

Atoms and positions in Å:
Bi -0.85812 0.37186 -1.10563
O 1.45798 1.22416 -0.94258
C 1.60023 2.54234 -0.42777
C 0.81332 2.71681 0.85566
N -0.59475 2.38604 0.65331
C -1.38940 3.51292 0.16132
C -2.83352 3.12855 -0.27070
O -3.61147 4.07459 -0.38920
O -3.04438 1.89400 -0.47466
C -1.16326 1.80522 1.86896
C -0.63196 0.39937 2.13740
O -0.52358 0.01631 3.29676
O -0.37465 -0.31153 1.09453
H 1.94894 0.55380 -0.40048
H 1.23850 3.21215 -1.20424
H 2.66013 2.75865 -0.26158
H 0.93029 3.73871 1.24532
H 1.22189 2.03289 1.60495
H -0.89880 3.93435 -0.72064
H -1.45609 4.30761 0.91537
H -2.24092 1.71924 1.72810
H -0.96958 2.42894 2.74946
S 1.54757 -2.85183 1.88362
C 2.35183 -1.62585 2.79485
C 2.58558 -1.54783 4.16318
C 3.24141 -0.43536 4.65014
C 3.66792 0.58207 3.78847
C 3.43719 0.50317 2.43067
C 2.76139 -0.60822 1.92594
N 2.42164 -0.80228 0.59893
C 1.76583 -1.90088 0.43707
C 1.18902 -2.39904 -0.83012
C 1.53189 -3.70701 -1.19076
C 1.05060 -4.26458 -2.36351
C 0.22388 -3.50183 -3.17743
C -0.11978 -2.21037 -2.80314
C 0.33571 -1.61665 -1.62062
H 2.24215 -2.32667 4.83048
H 3.41850 -0.34375 5.71390
H 4.17717 1.44620 4.19549
H 3.76356 1.28686 1.75825
H 2.19998 -4.27752 -0.55520
H 1.33068 -5.27280 -2.64243
H -0.16026 -3.91227 -4.10430
H -0.77872 -1.65327 -3.45913
N -3.67671 -3.27255 0.15762
C -4.55155 -2.21678 0.30189
C -3.91664 -1.13797 -0.22954
N -2.67855 -1.52427 -0.69452
C -2.56247 -2.80366 -0.44422
H -3.82381 -4.21494 0.46957
H -5.51384 -2.33046 0.76712
H -4.23036 -0.10590 -0.28804
H -1.69716 -3.40959 -0.66436
F -1.29349 0.43359 -4.20913
C -0.28667 1.12274 -3.50861
F 0.89710 0.73145 -4.10354
C -0.48831 2.56314 -3.93385
F 0.49439 3.34489 -3.42559
F -1.65485 3.03049 -3.46679
F -0.48263 2.78255 -5.26601

The natural (NBO) scheme yields these atomic charges, measured in e: 1.87 -0.79 -0.08 -0.25 -0.47 -0.35 0.77 -0.71 -0.82 -0.36 0.79 -0.68 -0.87 0.53 0.20 0.18 0.19 0.21 0.21 0.19 0.25 0.19 0.41 -0.24 -0.18 -0.22 -0.22 -0.24 0.19 -0.52 0.19 -0.17 -0.20 -0.24 -0.23 -0.17 -0.43 0.21 0.21 0.21 0.22 0.21 0.20 0.20 0.21 -0.52 -0.12 -0.08 -0.52 0.20 0.41 0.21 0.27 0.22 -0.39 0.21 -0.38 0.89 -0.34 -0.32 -0.33

# 4
# C24H21Cl2FN3

A cluster of 2 separate species, C24H21Cl2FN3 in total in a non-equilibrium geometry (ωB97M-V with the def2-TZVPD basis set, the Open Molecules 2025 dataset).

As for the total charge: +1. For the HOMO energy, the calculation gives -11.83 eV. The HOMO-LUMO gap comes out at 0.27058 hartree.

Atoms and positions in Å:
Cl -0.39949 -2.56276 1.70926
C -1.76414 -3.12678 0.82858
N -2.21716 -2.31338 -0.10614
F -1.07807 0.00169 -0.23230
C -3.31589 -2.57624 -0.78927
Cl -3.81323 -1.36000 -1.88162
C -4.01771 -3.78444 -0.63532
C -3.50074 -4.69522 0.31175
C -2.35439 -4.38081 1.07841
H -4.90626 -3.93847 -1.27733
H -3.99072 -5.65191 0.45557
H -1.87249 -5.02828 1.83899
N 1.16622 -0.33984 -6.86644
C 0.89076 0.07990 -5.80804
C 0.53966 0.57606 -4.50054
C 1.48882 1.16219 -3.65727
C 1.14151 1.53502 -2.35867
C -0.14512 1.27728 -1.89154
C -0.54849 1.27705 -0.43413
C 0.50040 1.33230 0.61923
N 0.16488 1.75981 1.82458
C -1.04293 2.54267 2.08769
C -1.08286 2.71918 3.60507
C 0.10823 1.95517 4.19441
C 0.90074 1.36117 3.02714
C 1.73459 0.59197 0.41685
C 1.71991 -0.68411 -0.17980
C 2.88393 -1.41494 -0.35901
C 4.11225 -0.86680 0.02846
C 4.15729 0.41361 0.59871
C 2.98127 1.13394 0.79875
C -1.13322 0.88842 -2.79388
C -0.79651 0.48093 -4.07825
H 2.51122 1.31069 -4.02704
H 1.89356 1.98113 -1.70483
H -1.37582 1.98398 -0.26251
H -0.99951 3.51077 1.56967
H -1.94342 2.02419 1.72651
H -1.03376 3.78050 3.85605
H -2.02635 2.32439 3.98839
H 0.75661 2.61384 4.77812
H -0.22561 1.14129 4.84308
H 0.96936 0.26017 3.10784
H 1.93156 1.74519 3.01070
H 0.76706 -1.10888 -0.48519
H 2.82161 -2.41671 -0.79473
H 5.02953 -1.43619 -0.11372
H 5.11634 0.85090 0.89824
H 3.02434 2.15165 1.21579
H -2.15847 0.83037 -2.44516
H -1.56926 0.08838 -4.73512

The natural (NBO) scheme yields these atomic charges, measured in e: 0.01 0.18 -0.46 -0.32 0.18 0.03 -0.26 -0.14 -0.26 0.25 0.24 0.25 -0.26 0.26 -0.15 -0.18 -0.14 -0.08 0.11 0.45 -0.25 -0.24 -0.42 -0.42 -0.24 -0.11 -0.18 -0.20 -0.15 -0.22 -0.19 -0.17 -0.15 0.24 0.21 0.21 0.23 0.24 0.24 0.24 0.24 0.24 0.24 0.24 0.26 0.24 0.24 0.24 0.22 0.23 0.24